Entry 1:
C14H16CoN4OSSe | ωB97M-V/def2-TZVPD

<S²> ... 6.023
ΔE to the lowest compared entry with this formula, charge and spin ... 0.286 eV
Gap between HOMO and LUMO (alpha / beta) ... 8.21 / 5.17 eV
HOMO (alpha / beta) ... -11.0514 / -11.0608 eV
Total energy ... -5019.49204 a.u.

Structure (ORCA input):
```
! wB97M-V def2-TZVPD RIJCOSX def2/J DEFGRID3
* xyz 1 5
H -16.683 10.515 -3.049
Co -14.788 8.100 -2.236
O -15.535 9.276 -0.739
C -20.314 5.572 -1.507
H -11.224 6.382 0.867
C -12.628 7.003 -0.550
Se -16.654 6.560 -3.284
C -10.273 7.029 -0.975
H -14.716 9.868 -4.353
C -19.296 5.692 -2.449
H -13.409 6.799 0.186
C -14.604 9.870 -3.249
H -7.762 5.035 -0.391
H -19.013 7.009 1.093
H -16.285 12.296 -0.667
N -12.927 7.333 -1.817
H -21.221 5.093 -1.662
S -7.973 7.796 0.191
H -19.380 5.243 -3.419
N -20.156 6.059 -0.257
C -19.067 6.678 0.067
H -16.114 11.188 0.703
C -11.345 6.809 -0.106
H -13.609 10.307 -2.956
C -11.878 7.599 -2.644
C -15.726 10.761 -2.596
C -18.110 6.428 -2.091
C -18.025 6.986 -0.837
H -12.225 7.901 -3.625
C -15.808 10.431 -1.126
H -17.159 7.581 -0.535
N -8.641 5.413 -0.694
H -9.772 7.685 -2.968
C -8.903 6.705 -0.541
C -10.562 7.452 -2.251
H -15.621 11.835 -2.770
H -9.293 4.807 -1.106
N -16.197 11.372 -0.281
*
```

Results of the natural (NBO) charge analysis, in e, for atoms 1 through 6: 0.2431 1.2909 -0.7584 0.0396 0.2448 0.0529

---

Entry 2:
C14H16N | ωB97M-V/def2-TZVPD

SMILES string ... CC(C)[n+]1ccc(-c2ccccc2)cc1
ΔE to the lowest compared entry with this formula, charge and spin ... 1.368 eV
Gap between HOMO and LUMO ... 8.14 eV
HOMO ... -12.3516 eV
Total energy ... -597.55547 a.u.

Structure (ORCA input):
```
! wB97M-V def2-TZVPD RIJCOSX def2/J DEFGRID3
* xyz 1 1
C -1.846 -1.554 -0.150
H -2.364 -1.099 1.911
H 2.373 0.147 -1.065
H -1.702 -2.125 -2.182
C 3.243 1.863 1.355
C -0.106 1.770 0.286
H 4.114 2.464 1.620
H 3.440 1.906 -1.430
C -3.022 -3.415 -1.026
C 0.424 -0.706 -0.898
C -0.817 -0.485 -0.167
H 4.081 3.497 -0.715
H 0.735 -1.602 -1.423
H 1.847 3.439 0.544
C -1.166 0.786 0.304
H -0.344 2.738 0.632
C -3.536 -2.730 1.231
C -3.795 -3.632 0.120
H -4.402 -4.477 0.044
H 2.555 3.370 -1.642
C 1.418 0.305 -0.660
H -3.973 -2.843 2.254
H 3.682 0.947 1.071
N 1.152 1.530 -0.105
C -2.146 -2.284 -1.264
C 3.168 2.859 -0.957
H -3.346 -4.060 -1.883
H -2.130 1.052 0.558
C -2.542 -1.784 1.061
H 2.706 1.652 2.302
C 2.296 2.470 0.275
*
```

Results of the natural (NBO) charge analysis, in e, for atoms 1 through 6: -0.1122 0.2171 0.2293 0.2188 -0.6352 0.1253

---

Entry 3:
C14H16N2O5 | ωB97M-V/def2-TZVPD

SMILES string ... CCOc1ccc(CC(=O)NNC(=O)/C=C/C(=O)O)cc1
ΔE to the lowest compared entry with this formula, charge and spin ... 0.217 eV
Gap between HOMO and LUMO ... 8.04 eV
HOMO ... -8.4551 eV
Total energy ... -1028.80148 a.u.

Structure (ORCA input):
```
! wB97M-V def2-TZVPD RIJCOSX def2/J DEFGRID3
* xyz 0 1
C -6.662 -0.109 -0.112
C 3.527 -0.065 -0.881
C -0.743 -0.865 0.216
O -7.328 2.011 0.670
H 5.561 3.068 0.511
N -3.079 -0.435 0.122
C 0.320 -1.914 -0.065
H -2.805 0.459 0.512
H 0.164 -2.311 -1.070
O -0.553 0.239 0.679
H -8.085 2.598 0.825
C 2.279 -0.654 -0.996
C -7.754 0.846 0.156
H -6.963 -1.062 -0.524
H 1.753 -0.584 -1.938
H 3.941 0.443 -1.738
O -8.918 0.625 -0.058
C 6.080 1.193 -0.409
C 2.391 -1.391 1.268
N -1.997 -1.276 -0.103
H 6.051 0.715 -1.396
H -5.061 1.099 0.535
H 4.434 2.561 -0.747
H 4.180 -0.862 2.325
H 1.953 -1.900 2.114
C 5.484 2.597 -0.466
O 5.457 0.376 0.561
H 0.186 -2.728 0.652
C 1.696 -1.323 0.067
C 3.634 -0.811 1.396
H 7.124 1.246 -0.086
H 6.026 3.197 -1.192
C -4.333 -0.854 -0.169
C 4.220 -0.137 0.323
H -2.270 -2.178 -0.474
C -5.375 0.151 0.124
O -4.536 -1.964 -0.630
*
```

Results of the natural (NBO) charge analysis, in e, for atoms 1 through 6: -0.2375 -0.3274 0.6659 -0.6894 0.2158 -0.4242

---

Entry 4:
C14H16N2OS | ωB97M-V/def2-TZVPD

ΔE to the lowest compared entry with this formula, charge and spin ... 4.421 eV
Gap between HOMO and LUMO ... 7.86 eV
HOMO ... -8.5587 eV
Total energy ... -1125.89970 a.u.

Structure (ORCA input):
```
! wB97M-V def2-TZVPD RIJCOSX def2/J DEFGRID3
* xyz 0 1
S -5.082 -0.395 0.814
C -1.728 -4.826 0.020
C -1.630 2.245 -0.728
H 3.311 -1.317 0.887
H 1.024 0.290 0.374
H 3.478 0.358 -1.557
O 0.500 0.381 -1.616
H 2.666 1.906 -1.191
C -0.834 -1.590 -0.978
H -2.654 2.660 -0.862
C -0.691 -0.114 -1.101
H 0.037 2.620 0.664
C 2.819 0.875 -0.819
H 1.783 -1.009 -0.642
C -1.068 2.707 0.685
C 3.666 0.884 0.532
C -3.112 -1.423 0.006
N -3.998 0.729 0.315
C 3.417 -0.363 1.446
H 4.750 0.869 0.274
H 3.398 1.814 1.081
H -1.532 2.030 1.437
N -4.285 -1.817 0.510
H -1.389 3.746 0.923
C 1.512 0.071 -0.604
H 2.435 -0.201 1.954
H -0.034 -2.273 -1.306
C -1.724 0.705 -0.670
H -0.956 2.570 -1.540
C -1.961 -2.208 -0.441
C -1.965 -3.695 -0.335
H -1.396 -5.808 0.350
C -2.924 0.052 -0.134
H 4.168 -0.472 2.256
*
```

Results of the natural (NBO) charge analysis, in e, for atoms 1 through 6: 0.8758 -0.1995 -0.4287 0.2041 0.1826 0.2044

---

Entry 5:
C14H16N4O4 | ωB97M-V/def2-TZVPD

ΔE to the lowest compared entry with this formula, charge and spin ... 12.711 eV
Gap between HOMO and LUMO ... 8.04 eV
HOMO ... -9.2530 eV
Total energy ... -1062.64673 a.u.

Structure (ORCA input):
```
! wB97M-V def2-TZVPD RIJCOSX def2/J DEFGRID3
* xyz 0 1
H -0.489 0.629 -2.496
C -2.556 -0.848 1.183
H -4.025 1.087 2.446
N -2.943 1.758 0.807
C 1.336 -0.807 0.009
C 4.664 -1.871 -1.342
H -0.788 -0.449 1.912
H 2.814 -1.660 1.843
H -2.201 1.988 1.613
H -4.289 -0.874 1.790
C -2.880 2.027 -0.530
H -1.526 3.737 -0.499
H -4.130 -0.555 0.056
H -0.179 1.831 0.524
H -1.656 2.953 -2.135
O -1.972 -1.664 0.494
O -1.852 -0.284 2.160
N 1.692 0.015 -2.443
C -0.322 0.522 -1.417
H 5.072 -1.858 -2.397
H -1.086 -0.145 -0.837
H 4.926 -3.028 1.876
C -3.910 -0.435 0.889
O 0.721 -0.353 1.066
C -4.019 0.944 1.402
C 5.177 -2.583 -0.400
C 4.683 -2.442 1.056
C 3.328 -1.848 1.166
H 0.520 2.567 -0.972
H -4.862 1.585 1.262
N 1.118 0.037 -1.169
O -3.654 1.474 -1.103
C -0.338 2.011 -0.855
H 6.236 -2.934 -0.398
C 3.233 -1.340 -1.260
N 2.862 -0.610 -2.425
C 2.839 -1.145 0.063
C -1.545 2.568 -0.939
*
```

Results of the natural (NBO) charge analysis, in e, for atoms 1 through 6: 0.2287 0.8095 0.2135 -0.6629 0.6498 -0.1814

---

Entry 6:
C14H16O | ωB97M-V/def2-TZVPD

SMILES string ... Cc1ccc(O)cc1.Cc1ccccc1
ΔE to the lowest compared entry with this formula, charge and spin ... 1.033 eV
Gap between HOMO and LUMO ... 9.39 eV
HOMO ... -8.5482 eV
Total energy ... -618.27802 a.u.

Structure (ORCA input):
```
! wB97M-V def2-TZVPD RIJCOSX def2/J DEFGRID3
* xyz 0 1
H 1.810 0.244 2.561
H -0.323 1.445 -1.132
C 1.245 0.085 -0.925
C 1.755 -1.163 -1.299
H -2.687 0.067 -2.726
C -2.017 0.030 2.465
H -1.997 1.914 1.510
C 0.738 0.165 2.542
H 0.653 -1.699 3.551
H 1.868 0.622 -0.239
C -1.358 1.170 1.966
H -3.089 0.020 2.400
H 3.583 -1.762 -0.770
H -1.872 -0.288 -4.198
H 0.461 2.847 0.513
H -1.783 1.355 -3.522
C -0.641 -0.275 -2.456
C 1.068 -1.974 -2.204
H 1.821 1.961 1.053
H 1.209 3.085 2.101
H -0.653 -2.172 -3.435
H 1.561 -2.873 -2.536
C 0.851 2.331 1.393
C -1.767 0.300 -3.283
C 0.087 -0.942 3.021
C 0.023 0.481 -1.488
H -1.839 -1.890 3.374
O 2.669 -1.766 -0.445
C -0.111 -1.515 -2.762
C 0.038 1.201 1.915
C -1.305 -1.005 3.055
*
```

Results of the natural (NBO) charge analysis, in e, for atoms 1 through 6: 0.2079 0.2054 -0.2402 0.2696 0.2180 -0.1966

---

no.,maximum force (eV/Å)
1,3.0
2,5.5
3,0.9
4,2.1
5,17.1
6,2.1